# C17H27N3O3S

A single C17H27N3O3S molecule at a distorted geometry (ωB97M-V with the def2-TZVPD basis set, the Open Molecules 2025 dataset).

Net charge ... 0
Total energy ... -1452.18619 hartree
Strongest force on any atom ... 0.0225 Eh/bohr
M ... 353.49 u
E_HOMO ... -8.58 eV
Relative energy (zero: lowest compared OMol25 entry of this formula, charge and spin) ... 107.6 kJ/mol

```
51
C17H27N3O3S ωB97M-V with the def2-TZVPD basis set
C -0.42 -1.84 0.40
H -0.85 -2.29 1.29
H 0.23 -2.56 -0.08
H 0.21 -1.00 0.71
C -1.53 -1.42 -0.56
N -2.52 -0.60 0.14
C -3.74 -0.28 -0.57
H -4.06 -1.12 -1.17
C -4.84 0.06 0.44
C -4.42 1.25 1.29
C -3.07 0.95 1.92
C -2.06 0.58 0.84
H -1.09 0.40 1.31
H -1.96 1.45 0.15
H -2.71 1.82 2.48
H -3.17 0.11 2.61
H -5.17 1.45 2.06
H -4.35 2.14 0.66
H -5.77 0.27 -0.10
H -5.00 -0.81 1.08
H -3.60 0.59 -1.24
C -2.21 -2.72 -1.04
H -2.80 -2.56 -1.94
H -2.86 -3.10 -0.26
H -1.46 -3.47 -1.26
C -0.91 -0.74 -1.82
N 0.06 0.28 -1.52
C 1.39 0.03 -1.57
O 1.82 -1.06 -1.95
C 2.27 1.13 -1.09
C 1.85 2.46 -1.09
C 2.64 3.46 -0.54
C 3.86 3.13 0.02
C 4.32 1.83 -0.01
C 3.55 0.82 -0.58
N 4.04 -0.46 -0.66
S 4.90 -1.21 0.55
O 5.12 -2.56 0.11
O 6.03 -0.42 0.92
C 3.72 -1.22 1.93
H 2.86 -1.79 1.62
H 4.21 -1.70 2.77
H 3.47 -0.20 2.16
H 3.44 -1.09 -1.21
H 5.28 1.57 0.40
H 4.48 3.90 0.46
H 2.30 4.48 -0.56
H 0.91 2.73 -1.54
H -0.26 1.13 -1.11
H -0.39 -1.50 -2.41
H -1.71 -0.30 -2.43
```

Results of the natural (NBO) charge analysis, in e, for atoms 1 through 5: C -0.64; H 0.22; H 0.23; H 0.20; C 0.23